Version i
Computed, not measured: the molecule C5H9NO3, with wB97M-V/def2-TZVPD.

```
18
Properties=species:S:1:pos:R:3:nbo_charge:R:1
C 1.172 -0.459 0.407 0.61
C -0.520 0.175 -1.002 0.03
C -0.230 1.270 0.500 0.66
C 2.358 -1.366 0.656 -0.69
C -1.811 -0.560 -1.052 -0.66
N 0.797 0.520 1.104 -0.55
O 0.568 -0.649 -0.849 -0.52
O 0.085 2.515 0.101 -0.68
O -1.413 1.250 1.284 -0.74
H -0.393 0.776 -2.025 0.18
H 2.882 -1.286 1.663 0.24
H 3.238 -1.160 0.079 0.25
H 1.882 -2.315 0.532 0.24
H -2.639 0.060 -0.951 0.22
H -1.952 -1.476 -0.544 0.22
H -1.942 -0.971 -2.065 0.21
H -0.793 2.969 0.094 0.49
H -1.289 0.708 2.068 0.49
```

Properties
* SMILES: CC1=NC(O)(O)[C@H](C)O1
* highest occupied orbital energy: -8.97 eV
* Kohn-Sham gap: 9.80 eV



Version ii
Computed, not measured: the molecule C5H9NO3, with wB97M-V/def2-TZVPD.

```
18
Properties=species:S:1:pos:R:3:nbo_charge:R:1
O 1.638 -2.073 -0.527 -0.72
C 0.526 -1.540 -1.219 -0.06
C 0.282 -0.089 -0.888 -0.26
C -1.098 0.489 -0.994 -0.42
C -0.504 0.243 0.362 0.14
O -0.951 -0.833 1.131 -0.71
C -0.044 1.394 1.199 0.53
N -0.598 2.525 1.313 -0.65
H 1.349 -2.329 0.356 0.47
H 0.748 -1.632 -2.291 0.19
H -0.381 -2.132 -1.017 0.18
H 1.114 0.588 -1.093 0.23
H -1.209 1.526 -1.309 0.25
H -1.904 -0.187 -1.285 0.22
H -1.905 -0.785 1.248 0.49
O 1.253 1.293 1.716 -0.70
H 1.575 0.410 1.471 0.48
H 0.109 3.132 1.827 0.35
```

Properties
* SMILES: [H]/N=C(\O)[C@@]1(O)C[C@@H]1CO
* highest occupied orbital energy: -10.42 eV
* Kohn-Sham gap: 11.01 eV



Version iii
Computed, not measured: a structure of composition C5H9NO3, with wB97M-V/def2-TZVPD.

```
18
Properties=species:S:1:pos:R:3:nbo_charge:R:1
O 1.880 2.078 -0.410 -0.72
C 1.862 0.947 0.446 -0.05
C 1.241 -0.215 -0.281 -0.37
C -0.233 -0.219 -0.581 -0.55
C -0.899 -1.505 -0.353 0.18
N -2.186 -1.513 -0.135 -0.68
C 1.998 -1.222 -0.678 0.73
O 2.651 -2.129 -1.006 -0.45
H 1.938 2.875 0.125 0.47
H 1.255 1.166 1.340 0.18
H 2.879 0.690 0.782 0.17
H -0.471 0.157 -1.584 0.25
H -0.323 -2.292 0.155 0.17
H -2.504 -2.340 0.363 0.36
H -2.742 0.001 0.598 0.51
H -0.929 0.708 0.112 0.34
O -2.458 1.145 0.870 -1.00
H -2.958 1.667 0.236 0.47
```

Properties
* highest occupied orbital energy: -8.79 eV
* Kohn-Sham gap: 9.18 eV



Which one sits at the top of the stability order? version ii does.



Version i
Computed, not measured: a cluster of 2 separate species, C4H8NO3 in total, with wB97M-V/def2-TZVPD.

```
16
Properties=species:S:1:pos:R:3:nbo_charge:R:1
O -1.145 0.831 -0.528 -0.79
C -0.191 1.651 -0.421 0.77
O 0.997 1.375 -0.176 -0.77
C -0.558 3.129 -0.598 -0.73
H 0.115 3.617 -1.304 0.20
H -1.590 3.248 -0.918 0.20
H -0.419 3.622 0.369 0.20
C -0.626 -2.179 1.304 0.52
N -0.106 -1.584 0.236 -0.62
C 1.201 -1.972 -0.259 -0.43
O -0.136 -3.104 1.953 -0.70
H -1.623 -1.784 1.568 0.10
H -0.445 -0.631 -0.037 0.46
H 1.884 -1.128 -0.167 0.22
H 1.120 -2.242 -1.315 0.18
H 1.523 -2.849 0.294 0.21
```

Properties
* highest occupied orbital energy: -4.88 eV
* Kohn-Sham gap: 8.92 eV
* net charge: -1



Version ii
Computed, not measured: the ion C4H8NO3 with charge -1, with wB97M-V/def2-TZVPD.

```
16
Properties=species:S:1:pos:R:3:nbo_charge:R:1
O 0.287 -0.585 -1.510 -0.75
C -0.115 -0.396 -0.315 0.65
N -1.360 -0.271 0.141 -0.61
C -2.646 -0.002 -0.736 0.15
O -3.303 0.802 0.091 -0.93
C 0.930 -0.389 0.829 -0.52
C 1.986 0.754 0.477 -0.04
O 2.931 0.103 -0.358 -0.75
H -1.494 -0.264 1.163 0.39
H -3.212 -0.918 -0.978 0.09
H -2.266 0.370 -1.768 0.09
H 0.538 -0.070 1.777 0.19
H 1.212 -1.447 0.825 0.22
H 1.553 1.565 0.028 0.17
H 2.546 0.955 1.422 0.16
H 2.412 -0.208 -1.087 0.49
```

Properties
* SMILES: O=C(CCO)NC[O-]
* highest occupied orbital energy: -3.06 eV
* Kohn-Sham gap: 6.80 eV
* net charge: -1



Which one sits at the top of the stability order? version i does.



Version i
Computed, not measured: a cluster of 2 separate species, C4H8NO3 in total, with wB97M-V/def2-TZVPD.

```
16
Properties=species:S:1:pos:R:3:nbo_charge:R:1
O 1.780 1.925 0.322 -0.54
C 1.277 0.863 0.463 0.75
O 1.855 -0.087 1.307 -0.74
C 0.806 -0.013 -1.062 0.11
C -0.143 0.438 0.036 -0.33
C -0.844 -0.598 0.892 -0.61
O -3.226 0.218 -0.130 -1.37
N 1.464 -1.089 -1.158 -0.69
H -0.877 1.152 -0.331 0.30
H 0.638 0.603 -1.948 0.18
H -1.512 -0.130 1.603 0.25
H -1.496 -1.117 0.190 0.27
H 2.028 -0.806 0.663 0.49
H -0.149 -1.313 1.323 0.19
H -3.817 0.950 -0.335 0.40
H 2.216 -0.996 -1.837 0.34
```

Properties
* highest occupied orbital energy: -2.82 eV
* Kohn-Sham gap: 5.96 eV
* net charge: -1



Version ii
Computed, not measured: a cluster of 2 separate species, C4H8NO3 in total, with wB97M-V/def2-TZVPD.

```
16
Properties=species:S:1:pos:R:3:nbo_charge:R:1
C -0.166 2.920 1.312 -0.71
C 0.972 2.206 0.558 0.67
O 2.034 2.741 0.293 -0.65
N 0.578 1.008 0.054 -0.80
H 1.154 0.335 -0.412 0.44
H -0.140 0.543 0.623 0.39
H -0.510 3.652 0.596 0.23
H 0.038 3.337 2.304 0.22
H -1.016 2.288 1.423 0.21
C -2.056 -1.578 -1.001 -0.81
C -0.598 -2.412 -0.529 0.82
O 0.357 -1.659 -0.769 -0.82
O -0.695 -3.489 0.066 -0.76
H -2.732 -1.628 -0.147 0.19
H -2.419 -2.064 -1.912 0.19
H -1.619 -0.654 -1.309 0.21
```

Properties
* highest occupied orbital energy: -4.00 eV
* Kohn-Sham gap: 7.46 eV
* net charge: -1



Which one sits at the top of the stability order? version ii does.



Version i
Computed, not measured: a cluster of 2 separate species, C4H8NO3 in total, with wB97M-V/def2-TZVPD.

```
16
Properties=species:S:1:pos:R:3:nbo_charge:R:1
C -1.161 0.065 1.913 -0.74
C 0.110 -0.698 1.770 0.69
O 0.155 -1.827 2.257 -0.67
N 1.130 -0.222 1.043 -0.80
H 1.721 -0.880 0.565 0.41
H 1.230 0.736 0.769 0.39
H -1.110 1.132 1.659 0.21
H -1.776 -0.171 2.771 0.22
H -1.717 -0.187 1.005 0.29
C -0.225 1.875 -1.442 -0.74
C -0.037 0.413 -1.840 0.75
O -0.505 -0.441 -1.038 -0.81
O 0.619 0.125 -2.868 -0.79
H -0.288 2.509 -2.326 0.20
H 0.687 2.165 -0.914 0.19
H -1.135 1.883 -0.849 0.21
```

Properties
* highest occupied orbital energy: -4.06 eV
* Kohn-Sham gap: 7.93 eV
* net charge: -1



Version ii
Computed, not measured: a cluster of 2 separate species, C4H8NO3 in total, with wB97M-V/def2-TZVPD.

```
16
Properties=species:S:1:pos:R:3:nbo_charge:R:1
C 1.544 0.567 -0.652 -0.74
C 0.798 0.973 -1.865 0.68
O 1.078 1.776 -2.747 -0.66
N -0.509 0.450 -1.953 -0.87
H -1.161 0.979 -2.489 0.37
H -0.827 -0.339 -1.374 0.45
H 2.615 0.634 -0.826 0.22
H 1.459 -0.496 -0.419 0.28
H 1.025 1.128 0.130 0.25
C -1.184 -0.249 2.082 -0.78
C -0.451 -1.566 1.374 0.81
O -0.614 -1.466 0.129 -0.85
O 0.239 -2.323 2.048 -0.75
H -1.809 -0.611 2.903 0.19
H -1.754 0.080 1.222 0.21
H -0.448 0.463 2.436 0.19
```

Properties
* highest occupied orbital energy: -4.40 eV
* Kohn-Sham gap: 8.25 eV
* net charge: -1



Which one sits at the top of the stability order? version ii does.



Version i
Computed, not measured: the ion C9H14N3 with charge +1, with wB97M-V/def2-TZVPD.

```
26
Properties=species:S:1:pos:R:3:nbo_charge:R:1
C -2.919 0.692 -1.909 -0.17
C -1.764 0.673 -2.635 -0.18
C -2.852 0.698 -0.529 -0.20
C -0.565 0.568 -1.921 -0.20
C -1.698 0.880 0.192 -0.20
C -0.500 0.648 -0.527 -0.14
C 2.606 -0.742 0.832 -0.23
C 1.603 -1.897 1.265 -0.26
C 0.768 0.607 0.268 0.62
N 1.902 0.052 -0.104 -0.58
N 0.828 1.431 1.287 -0.75
N 0.293 -1.353 1.222 -0.80
H -3.959 0.563 -2.172 0.24
H -1.672 0.917 -3.695 0.24
H -3.855 0.867 -0.247 0.23
H 0.253 0.568 -2.626 0.23
H -1.636 1.027 1.259 0.21
H 2.869 -0.275 1.847 0.20
H 3.534 -1.113 0.498 0.24
H 1.938 -2.617 0.576 0.22
H 2.003 -2.338 2.217 0.22
H 1.778 -0.429 -1.121 0.42
H -0.022 1.886 1.447 0.41
H 1.669 1.625 1.755 0.42
H -0.392 -1.885 0.748 0.40
H -0.211 -1.054 2.074 0.40
```

Properties
* SMILES: NCCNC(=[NH2+])c1ccccc1
* highest occupied orbital energy: -13.06 eV
* Kohn-Sham gap: 9.80 eV
* net charge: +1



Version ii
Computed, not measured: the ion C9H14N3 with charge +1, with wB97M-V/def2-TZVPD.

```
26
Properties=species:S:1:pos:R:3:nbo_charge:R:1
C -2.913 1.283 0.166 -0.19
C -1.737 1.744 0.709 -0.21
C -2.849 -0.035 -0.446 -0.18
C -0.579 1.040 0.798 -0.27
C -1.675 -0.737 -0.406 -0.02
C -0.503 -0.212 0.238 0.11
C 2.491 0.912 -0.531 0.37
C -1.665 -2.114 -0.991 -0.64
C 2.838 -0.938 1.283 -0.40
N 1.646 1.587 -1.285 -0.69
N 0.756 -0.855 0.104 -0.42
N 1.974 -0.218 0.324 -0.18
H -3.722 1.889 -0.073 0.23
H -1.543 2.728 1.205 0.22
H -3.788 -0.317 -0.818 0.23
H 0.258 1.457 1.350 0.22
H 3.448 1.306 -0.330 0.23
H -0.891 -2.218 -1.707 0.22
H -1.427 -2.853 -0.252 0.22
H -2.726 -2.159 -1.308 0.24
H 3.779 -0.577 1.150 0.22
H 2.740 -2.020 1.206 0.22
H 2.570 -0.778 2.310 0.23
H 1.999 2.401 -1.606 0.41
H 0.624 1.457 -1.407 0.47
H 0.892 -1.774 0.315 0.39
```

Properties
* SMILES: Cc1ccccc1N/[N+](C)=C\N
* highest occupied orbital energy: -11.79 eV
* Kohn-Sham gap: 7.75 eV
* net charge: +1



Which one sits at the top of the stability order? version i does.



Version i
Computed, not measured: a cluster of 2 separate species, C2H2Cl2O2S in total, with wB97M-V/def2-TZVPD.

```
9
Properties=species:S:1:pos:R:3:nbo_charge:R:1
C -0.237 -0.001 0.030 -0.64
C -0.018 0.240 -2.854 0.43
O 0.930 0.900 -3.059 -0.45
O -1.904 -1.568 -1.045 -0.91
S -1.885 -0.463 -0.102 1.31
Cl -1.259 -0.462 -3.601 0.17
Cl -2.582 1.342 -1.169 -0.36
H 0.021 0.863 0.607 0.22
H 0.508 -0.752 -0.152 0.23
```

Properties
* highest occupied orbital energy (alpha / beta): -9.44 / -8.36 eV
* Kohn-Sham gap (alpha / beta): 8.83 / 6.41 eV



Version ii
Computed, not measured: a cluster of 2 separate species, C2H2Cl2O2S in total, with wB97M-V/def2-TZVPD.

```
9
Properties=species:S:1:pos:R:3:nbo_charge:R:1
C 0.072 -0.029 -0.896 0.28
C -0.591 0.537 0.294 -0.38
O 2.656 0.101 1.345 -0.76
O -0.355 -1.028 -1.502 -0.60
S 2.355 -0.773 0.218 0.74
Cl -2.033 -0.447 0.776 -0.06
Cl -1.186 2.097 -0.404 0.01
H 0.194 0.859 1.143 0.31
H -1.112 -1.317 -0.974 0.46
```

Properties
* highest occupied orbital energy (alpha / beta): -8.95 / -8.33 eV
* Kohn-Sham gap (alpha / beta): 7.34 / 7.04 eV



Which one sits at the top of the stability order? version i does.



Version i
Computed, not measured: the molecule C6H6, with wB97M-V/def2-TZVPD.

```
12
Properties=species:S:1:pos:R:3:nbo_charge:R:1
C -1.928 -0.863 0.047 0.17
C -2.502 0.244 -0.060 -0.16
C 0.043 -0.052 0.044 0.07
C 1.332 0.218 0.023 -0.45
C -0.560 -1.398 -0.006 -0.56
C -1.390 1.177 0.020 -0.43
H 1.609 1.215 0.125 0.22
H 1.924 -0.694 -0.135 0.21
H -0.475 -1.876 1.008 0.25
H -0.221 -1.930 -0.835 0.25
H -1.252 1.944 -0.785 0.22
H -1.409 1.892 0.863 0.22
```

Properties
* SMILES: C=C1CC#CC1
* highest occupied orbital energy: -8.99 eV
* Kohn-Sham gap: 8.96 eV



Version ii
Computed, not measured: the molecule C6H6, with wB97M-V/def2-TZVPD.

```
12
Properties=species:S:1:pos:R:3:nbo_charge:R:1
C -1.929 0.705 0.206 -0.59
C -1.291 -0.651 -0.113 -0.48
C 0.111 -0.471 -0.485 0.11
C 1.295 -0.246 -0.558 -0.12
C 2.646 -0.077 -0.329 -0.08
C 3.788 0.016 0.049 -0.18
H -2.965 0.584 0.534 0.21
H -1.366 1.203 1.001 0.21
H -1.911 1.353 -0.675 0.21
H -1.853 -1.190 -0.882 0.23
H -1.292 -1.285 0.783 0.23
H 4.766 0.057 0.469 0.24
```

Properties
* SMILES: C#CC#CCC
* highest occupied orbital energy: -9.25 eV
* Kohn-Sham gap: 10.24 eV



Which one sits at the top of the stability order? version ii does.



Version i
Computed, not measured: the molecule C2H4OS, with wB97M-V/def2-TZVPD.

```
8
Properties=species:S:1:pos:R:3:nbo_charge:R:1
C -0.927 0.419 0.744 -0.07
C 0.304 -0.143 0.057 -0.22
O -0.770 0.984 -0.496 -0.54
S 1.917 0.261 0.075 0.15
H -1.803 -0.178 0.930 0.18
H -0.858 1.162 1.644 0.17
H 0.109 -0.792 -0.769 0.23
H 1.853 0.610 1.287 0.11
```

Properties
* SMILES: S[C@H]1CO1
* highest occupied orbital energy: -9.51 eV
* Kohn-Sham gap: 10.36 eV



Version ii
Computed, not measured: a cluster of 2 separate species, C2H4OS in total, with wB97M-V/def2-TZVPD.

```
8
Properties=species:S:1:pos:R:3:nbo_charge:R:1
C -1.215 0.048 -0.653 0.39
C -0.050 -0.604 -0.013 -0.58
O -1.722 -0.340 -1.667 -0.50
S 1.094 0.519 0.806 0.00
H -1.568 0.953 -0.123 0.12
H -0.586 -1.350 1.210 0.22
H 0.436 -1.378 -0.595 0.24
H 1.581 1.079 -0.305 0.12
```

Properties
* highest occupied orbital energy: -9.78 eV
* Kohn-Sham gap: 9.86 eV



Which one sits at the top of the stability order? version ii does.